[1]
The following is a quantum chemistry calculation of a molecular structure, C44H42AsBiN8O7P3, from the OMol25 dataset.

Element x y z (Å)
Bi: -2.0310 -0.1180 1.4085
N: -2.2971 4.3228 2.5691
C: -2.4154 3.0847 2.1045
N: -1.7270 2.0693 2.5437
C: -0.8223 2.2389 3.5955
N: -0.1966 1.2620 4.1518
N: -0.5217 0.0279 3.6101
C: -0.3162 -0.9600 4.3816
C: -0.7475 -2.3112 3.9986
C: -0.3456 -3.4024 4.7544
C: -0.8040 -4.6629 4.4008
C: -1.6572 -4.7819 3.3191
C: -2.0107 -3.6339 2.6197
N: -1.5660 -2.4242 2.9425
C: -0.6115 3.5993 4.1014
C: 0.3203 3.8887 5.1003
C: 0.4828 5.1841 5.5413
C: -0.2865 6.2136 4.9952
C: -1.2149 5.9477 4.0106
C: -1.3697 4.6374 3.5698
H: -2.8734 5.0504 2.1771
H: -3.1309 2.9145 1.3082
H: 0.1371 -0.8109 5.3611
H: 0.3126 -3.2630 5.6016
H: -0.5046 -5.5335 4.9687
H: -2.0519 -5.7414 3.0160
H: -2.6696 -3.6945 1.7601
H: 0.9046 3.0761 5.5084
H: 1.2048 5.4058 6.3153
H: -0.1593 7.2285 5.3467
H: -1.8174 6.7407 3.5850
C: -4.0005 -0.9974 -2.5160
C: -3.5535 -0.3524 -1.2112
O: -2.5267 -1.0829 -0.5662
P: -2.8602 1.3328 -1.4689
O: -2.1652 1.4646 -2.8789
O: -4.0027 2.3867 -1.5880
O: -1.9050 1.5833 -0.3227
P: -4.9597 -0.0220 -0.0569
O: -5.5008 -1.4701 0.3494
O: -5.9848 0.8108 -0.7428
O: -4.2407 0.5874 1.1536
H: -3.1309 -1.2326 -3.1332
H: -4.6606 -0.3344 -3.0763
H: -4.5425 -1.9211 -2.3087
H: -2.6230 -2.7586 -0.5950
H: -1.4040 0.8930 -3.0658
H: -4.9138 2.0034 -1.3762
H: -6.4312 -1.5830 0.1037
N: -2.6102 -3.7994 -0.7421
C: -2.2619 -4.3323 -1.7540
N: -2.0178 -4.9676 -2.7789
C: -0.8523 -5.3515 -3.2777
N: 0.1534 -5.6592 -3.7505
C: 0.8680 0.3571 -1.4410
C: 0.9785 1.7811 -1.9522
As: 1.5840 1.8693 -3.8446
C: 3.3472 1.0545 -3.6059
C: 3.9362 0.4962 -4.7401
C: 5.2014 -0.0664 -4.6810
C: 5.9083 -0.0647 -3.4858
C: 5.3436 0.5083 -2.3574
C: 4.0707 1.0641 -2.4170
C: 0.6103 0.3044 -4.5067
C: 0.9935 -1.0197 -4.2848
C: 0.2062 -2.0664 -4.7422
C: -0.9727 -1.8033 -5.4310
C: -1.3551 -0.4924 -5.6720
C: -0.5614 0.5561 -5.2191
P: 0.6252 -0.0001 0.3513
C: 1.3985 -1.6447 0.3948
C: 0.5813 -2.7678 0.4334
C: 1.1168 -4.0430 0.3102
C: 2.4822 -4.2029 0.1412
C: 3.3081 -3.0860 0.0717
C: 2.7706 -1.8159 0.1850
C: 1.6776 1.1624 1.2608
C: 2.6772 0.7715 2.1472
C: 3.4098 1.7283 2.8361
C: 3.1553 3.0777 2.6435
C: 2.1460 3.4750 1.7765
C: 1.4000 2.5233 1.1011
H: 1.7841 -0.1854 -1.6804
H: 0.0666 -0.1997 -1.9373
H: 1.7363 2.3436 -1.4049
H: 0.0466 2.3374 -1.8635
H: 3.3956 0.4901 -5.6805
H: 5.6390 -0.5017 -5.5700
H: 6.8992 -0.4970 -3.4394
H: 5.8972 0.5332 -1.4264
H: 3.6660 1.5224 -1.5208
H: 1.9174 -1.2372 -3.7615
H: 0.5105 -3.0919 -4.5704
H: -1.5782 -2.6233 -5.7926
H: -2.2612 -0.2816 -6.2255
H: -0.8531 1.5788 -5.4329
H: -0.4916 -2.6565 0.5171
H: 0.4621 -4.9050 0.3292
H: 2.9041 -5.1941 0.0405
H: 4.3713 -3.2060 -0.0900
H: 3.4223 -0.9552 0.0912
H: 2.8817 -0.2778 2.3136
H: 4.1867 1.4153 3.5216
H: 3.7384 3.8207 3.1722
H: 1.9354 4.5277 1.6336
H: 0.5968 2.8349 0.4414

Properties
- energy relative to the best compared isomer or geometry (same formula, charge and spin) (eV) = 0.170
- orbital gap (eV) = 7.17
- charge = +1
- DFT total energy (eV) = -167108.9054
- LUMO (eV) = -3.311

[2]
The following is a quantum chemistry calculation of a molecular structure, C26H53BF4GaN2O5, from the OMol25 dataset.

Element x y z (Å)
C: -2.8080 -5.1483 4.1740
C: -3.3176 -4.9970 2.7260
O: -4.5440 -4.3230 2.6091
C: -4.4904 -2.9220 2.9912
Ga: -5.5568 -1.6816 1.7804
C: -5.4967 -2.2859 -0.1657
C: -6.2012 -3.6078 -0.4561
F: -7.5364 -3.3783 -0.9079
C: -7.5203 -1.5790 2.3930
O: -7.5932 -1.4230 3.8633
C: -8.3283 -2.2916 4.5066
F: -9.6629 -2.2358 4.2083
F: -7.9822 -3.5826 4.2967
F: -8.2327 -2.0662 5.8270
B: -4.7544 0.3081 1.9217
C: -5.2738 1.5161 1.0254
O: -3.7240 0.6850 2.8269
H: -3.3633 -4.4846 4.8444
H: -2.9303 -6.1770 4.5404
H: -1.7436 -4.8887 4.2634
H: -2.5455 -4.4973 2.1096
H: -3.4736 -5.9957 2.2886
H: -4.8489 -2.8269 4.0308
H: -3.4372 -2.5873 2.9876
H: -4.4550 -2.3406 -0.5213
H: -5.9855 -1.5206 -0.7934
H: -6.2949 -4.2448 0.4328
H: -5.7138 -4.1885 -1.2547
H: -8.1458 -2.4291 2.0964
H: -7.9913 -0.6714 1.9883
H: -5.6119 2.3490 1.6666
H: -4.4467 1.9195 0.4150
H: -6.0921 1.2398 0.3460
H: -2.8473 0.5449 2.4494
C: 1.9378 3.7856 -0.5141
C: 1.2076 2.5283 -0.0013
C: 0.1766 2.0321 -1.0207
C: -1.0601 2.9218 -1.1237
C: -1.6944 3.1390 0.2480
C: -0.7109 3.6767 1.2920
N: 0.4973 2.7871 1.2953
O: 0.3643 1.7381 2.0312
C: -0.3474 5.1385 1.0024
C: -1.3452 3.6159 2.6749
C: 2.2508 1.4458 0.2409
H: 2.8499 3.4870 -1.0312
H: 1.3449 4.3659 -1.2195
H: 2.2261 4.4382 0.3093
H: -0.1366 1.0242 -0.7323
H: 0.6739 1.9453 -1.9907
H: -0.8092 3.8806 -1.5874
H: -1.7882 2.4473 -1.7842
H: -2.5366 3.8315 0.1803
H: -2.1004 2.1900 0.6089
H: 0.4496 5.4745 1.6677
H: -1.2260 5.7566 1.1900
H: -0.0391 5.3220 -0.0226
H: -1.7158 2.6223 2.9079
H: -2.1943 4.3003 2.6999
H: -0.6373 3.9099 3.4515
H: 2.9615 1.7539 1.0105
H: 2.7987 1.2732 -0.6866
H: 1.8022 0.5051 0.5483
C: 7.7192 -0.6276 -1.5165
C: 6.2929 -1.0848 -1.8780
C: 6.3130 -2.2036 -2.9249
C: 6.7001 -1.7285 -4.3232
C: 5.8167 -0.5668 -4.7716
C: 5.8014 0.5972 -3.7764
N: 5.4674 0.0452 -2.4220
O: 4.2028 -0.0990 -2.2261
C: 7.1413 1.3426 -3.7817
C: 4.7115 1.5956 -4.1489
C: 5.6122 -1.5784 -0.6063
H: 8.0707 -1.1862 -0.6495
H: 8.4377 -0.7951 -2.3173
H: 7.7396 0.4289 -1.2524
H: 5.3167 -2.6538 -2.9680
H: 6.9995 -2.9804 -2.5787
H: 7.7552 -1.4426 -4.3568
H: 6.5894 -2.5569 -5.0254
H: 6.1458 -0.1843 -5.7411
H: 4.7918 -0.9273 -4.9005
H: 7.1724 2.0811 -2.9797
H: 7.2424 1.8708 -4.7303
H: 8.0055 0.6928 -3.6829
H: 3.7403 1.1178 -4.2436
H: 4.9693 2.0553 -5.1043
H: 4.6322 2.3812 -3.3962
H: 5.5295 -0.7755 0.1275
H: 6.2181 -2.3786 -0.1786
H: 4.6156 -1.9639 -0.8011

Properties
- multiplicity = 3
- orbital gap (spin up / spin down) (eV) = 5.69 / 5.56
- ⟨S²⟩ = 2.01
- charge = -1
- DFT total energy (eV) = -104959.7330
- LUMO (spin up / spin down) (eV) = 1.725 / 1.601

[3]
The following is a quantum chemistry calculation of 3 unconnected molecules or ions with the total composition C3H15N2O2, from the OMol25 dataset.

Element x y z (Å)
N: -2.1685 -0.7526 0.2552
C: -0.9178 -1.3337 0.8154
C: 0.2971 -0.8372 -0.1262
N: -0.1313 0.3316 -0.8568
C: 0.3356 1.5478 -0.1593
H: -2.5239 -1.1256 -0.6260
H: -2.9250 -0.8167 0.9280
H: -2.0198 0.2382 0.0280
H: -0.7760 -1.0911 1.8575
H: -1.0134 -2.3810 0.5834
H: 1.0621 -0.6389 0.6283
H: 0.6123 -1.7425 -0.6410
H: 0.2261 0.3410 -1.8213
H: 0.1380 1.5419 0.9135
H: -0.3847 2.2893 -0.5174
H: 1.3480 1.9000 -0.3514
H: 0.5370 1.2975 3.7549
H: 1.5082 0.5127 2.8116
O: 0.5928 0.6004 3.0948
H: 1.6346 -0.1839 -3.9228
H: 2.3404 -0.2178 -2.6124
O: 1.6069 0.2348 -3.0510

Properties
- energy relative to the best compared isomer or geometry (same formula, charge and spin) (eV) = 1.363
- orbital gap (eV) = 10.03
- charge = +1
- DFT total energy (eV) = -10422.6628
- LUMO (eV) = -3.047

[4]
The following is a quantum chemistry calculation of a molecular structure, C44H44InN10OS, from the OMol25 dataset.

Element x y z (Å)
In: 0.1142 0.0120 0.5371
C: -3.7827 -5.3029 -1.0382
C: -2.9425 -4.3542 -0.2441
C: -1.8358 -4.7531 0.4980
C: -1.0922 -3.8327 1.2025
C: -1.4029 -2.4607 1.2340
N: -0.5722 -1.5448 1.8656
C: -0.0069 -1.9148 3.0634
C: -0.6508 -2.8582 3.8922
C: -0.1085 -3.3257 5.0661
C: 1.1406 -2.8849 5.4995
C: 1.7874 -3.4079 6.7448
C: 1.7484 -1.8959 4.7532
C: 1.1775 -1.3630 3.5949
N: 1.8374 -0.2372 3.0662
C: 2.5142 0.6567 3.8094
C: 3.1169 1.5501 2.9487
C: 2.7372 1.1260 1.6799
N: 1.9702 0.0426 1.7721
C: -2.5448 -2.0775 0.5080
C: -3.2654 -3.0103 -0.2284
N: -3.0284 -0.7601 0.4847
C: -4.3171 -0.3832 0.3793
C: -4.3309 0.9881 0.2524
C: -2.9908 1.3604 0.2996
N: -2.2213 0.2898 0.4375
H: -3.5303 -6.3340 -0.8134
H: -4.8308 -5.1422 -0.7980
H: -3.6637 -5.1344 -2.1076
H: -1.5379 -5.7925 0.5039
H: -0.2187 -4.1705 1.7419
H: -1.6167 -3.2281 3.5827
H: -0.6571 -4.0533 5.6458
H: 1.4587 -4.4213 6.9588
H: 2.8714 -3.3994 6.6492
H: 1.5228 -2.7848 7.6006
H: 2.7101 -1.5232 5.0750
H: 2.5121 0.6310 4.8805
H: 3.7334 2.3852 3.2128
H: 2.9867 1.5321 0.7174
H: -4.1095 -2.6645 -0.8050
H: -5.1275 -1.0836 0.4260
H: -5.1816 1.6298 0.1492
H: -2.5751 2.3467 0.2341
C: -3.3633 1.1860 -5.6267
C: -2.5359 1.2783 -4.3813
C: -2.2154 2.4869 -3.7710
C: -1.4375 2.5012 -2.6418
C: -0.8775 1.3442 -2.0535
N: -0.0803 1.4961 -0.9501
C: 0.4907 2.7348 -0.7137
C: 1.1937 3.4020 -1.7286
C: 1.7543 4.6455 -1.5473
C: 1.6742 5.2912 -0.3174
C: 2.3219 6.6162 -0.0607
C: 0.9949 4.6443 0.6981
C: 0.3948 3.4023 0.5184
N: -0.3402 2.9103 1.6150
C: -1.0747 3.6521 2.4629
C: -1.4838 2.8242 3.4866
C: -0.9384 1.5811 3.1792
N: -0.2555 1.6574 2.0442
C: -1.2633 0.1113 -2.6396
C: -2.0829 0.1271 -3.7734
N: -0.8459 -1.1648 -2.1970
C: -1.1058 -2.3523 -2.7838
C: -0.4184 -3.3320 -2.1014
C: 0.2574 -2.6551 -1.0979
N: -0.0304 -1.3602 -1.1642
H: -3.3260 2.1092 -6.1988
H: -3.0054 0.3718 -6.2547
H: -4.4052 0.9793 -5.3791
H: -2.5814 3.4173 -4.1759
H: -1.2382 3.4521 -2.1720
H: 1.2662 2.9218 -2.6933
H: 2.2658 5.1242 -2.3682
H: 2.6049 7.1063 -0.9886
H: 1.6501 7.2715 0.4907
H: 3.2181 6.4798 0.5467
H: 0.9242 5.1178 1.6646
H: -1.2835 4.6875 2.2792
H: -2.1018 3.0786 4.3231
H: -1.0079 0.6531 3.7181
H: -2.3975 -0.8010 -4.2160
H: -1.7500 -2.4813 -3.6250
H: -0.4292 -4.3841 -2.2953
H: 0.9384 -3.0199 -0.3513
O: 2.3853 -0.0577 -0.8619
S: 2.7987 -1.0442 -1.8874
C: 2.5681 -0.1554 -3.4959
C: 3.9254 -0.0731 -4.1672
C: 4.9372 0.1521 -3.0499
C: 4.6369 -0.9018 -2.0012
H: 2.1811 0.8227 -3.2147
H: 1.8263 -0.6871 -4.0873
H: 3.9554 0.7303 -4.9030
H: 4.1436 -1.0134 -4.6755
H: 4.8018 1.1457 -2.6198
H: 5.9607 0.0645 -3.4121
H: 5.0168 -0.6635 -1.0108
H: 4.9919 -1.8857 -2.3003

Properties
- energy relative to the best compared isomer or geometry (same formula, charge and spin) (eV) = 0.000
- orbital gap (eV) = 7.61
- charge = +1
- DFT total energy (eV) = -79294.9088
- LUMO (eV) = -1.582

[5]
The following is a quantum chemistry calculation of a molecular structure, C20H36F6N3O7PS2, from the OMol25 dataset.

Element x y z (Å)
C: -1.3763 -0.3910 4.4321
C: -0.1657 -0.8679 4.1649
C: 1.1939 -1.5507 3.6713
C: 1.1967 -2.0572 2.1313
C: -0.2583 -2.3429 1.5072
N: -1.0488 -1.2226 0.9438
C: -0.3620 -0.1682 0.1438
C: 0.5433 0.8999 0.9628
C: 2.0137 1.1563 0.3230
C: -0.1775 2.3802 1.0057
C: -0.1528 3.1441 -0.4165
C: 0.4154 -0.8789 -1.1155
O: 0.3907 0.1024 -2.1986
O: -0.3501 -2.0316 -1.6548
C: -1.7983 -1.7832 -1.4954
C: -2.2199 -1.7070 0.0639
C: -3.4506 -0.6546 0.3586
C: -4.8186 -1.0173 -0.4162
C: -5.6892 0.2576 -0.9081
C: -5.7101 1.5089 0.1036
N: -5.9557 1.1714 1.5455
P: -2.9231 -3.4062 0.6725
C: -3.7932 -4.3586 -0.7071
O: -4.1798 -3.1243 1.8675
H: -2.4859 -0.0519 4.4037
H: 2.0394 -0.7728 3.7849
H: 1.4357 -2.3960 4.4324
H: 1.7226 -3.1025 2.1662
H: 1.8975 -1.4063 1.4887
H: -0.8213 -2.8267 2.4113
H: -0.0781 -3.1341 0.6666
H: -1.5321 -0.7349 1.7413
H: -1.1027 0.5652 -0.3922
H: 0.7225 0.6374 2.0678
H: 2.4983 1.9819 0.9889
H: 2.0069 1.4840 -0.7754
H: 2.7227 0.2448 0.3965
H: 0.5042 3.0068 1.7165
H: -1.2388 2.3417 1.4512
H: -0.1802 2.4546 -1.3385
H: 0.8729 3.7016 -0.4723
H: -0.9559 3.9819 -0.5192
H: 1.4637 -1.2590 -0.8513
H: 1.2110 0.0521 -2.7453
H: -2.3639 -2.5411 -2.1342
H: -2.0567 -0.7334 -1.9454
H: -3.1930 0.4302 0.0697
H: -3.6784 -0.6236 1.5057
H: -5.5394 -1.6409 0.2578
H: -4.5363 -1.6063 -1.3731
H: -6.7788 -0.1318 -1.0394
H: -5.2675 0.5760 -1.9394
H: -4.6772 2.0417 0.0323
H: -6.4951 2.2916 -0.2610
H: -5.1094 1.4966 2.0597
H: -6.6957 1.8398 1.8675
H: -4.5892 -5.1107 -0.3118
H: -4.2302 -3.7278 -1.5623
H: -2.9736 -5.0350 -1.1971
H: -3.9987 -3.8485 2.5327
C: 4.6241 0.5559 -2.9261
F: 3.4310 0.5308 -3.5716
F: 4.3924 0.0819 -1.6749
F: 5.4053 -0.3704 -3.5325
S: 5.3937 2.2108 -2.9062
O: 4.4325 3.0474 -2.2025
O: 5.5802 2.5418 -4.3088
N: 6.6940 1.8020 -2.0999
S: 7.6818 3.0201 -1.8573
O: 7.2308 4.0400 -0.9241
O: 8.3792 3.5278 -3.0275
C: 8.9528 2.0875 -0.9362
F: 9.4737 1.0689 -1.6657
F: 8.4571 1.5183 0.1924
F: 9.9969 2.8556 -0.5509

Properties
- orbital gap (eV) = 7.69
- DFT total energy (eV) = -87380.2105
- LUMO (eV) = -0.720

[6]
The following is a quantum chemistry calculation of 6 unconnected molecules or ions with the total composition C22H42BN2O10S5, from the OMol25 dataset.

Element x y z (Å)
O: 1.1866 -3.0814 0.7261
C: 2.0102 -2.0029 0.6243
O: 3.3900 -2.2669 0.1901
O: 3.5388 -3.5626 0.3120
C: 1.3424 -0.5423 0.9492
C: 2.0980 0.7673 1.5818
C: 1.2804 2.1892 1.9109
C: 2.1732 3.3814 2.5904
B: 1.7666 4.9095 2.1523
O: 0.4616 5.3753 1.6465
O: 2.8257 5.9594 2.3294
N: -0.1975 2.2255 1.5945
C: -0.9874 1.0585 0.9652
C: -2.5843 1.2275 0.6352
C: -3.3311 2.6981 0.3501
C: -4.9175 2.6187 -0.0072
N: -5.8544 1.4629 -0.0924
C: -5.2607 0.1211 0.1689
C: -3.6751 -0.0185 0.5010
C: -0.2714 -0.3726 0.6082
H: 3.6370 -3.8222 1.2955
H: 3.2536 0.6577 1.8253
H: 3.3231 3.2112 2.3251
H: 2.0843 3.3032 3.7653
H: -0.1707 5.5122 2.4346
H: 2.6632 6.2946 3.2806
H: -0.7616 3.0770 1.8089
H: -2.7247 3.7214 0.4105
H: -5.4162 3.6811 -0.2382
H: -5.9160 -0.8552 0.1296
H: -3.2587 -1.1193 0.6746
H: -0.9054 -1.2423 0.1450
C: 3.1755 -1.7695 -3.0984
S: 4.1548 -0.4177 -3.7961
O: 3.2488 0.3843 -4.6825
C: 5.1759 -1.4616 -4.8642
H: 2.4328 -1.3455 -2.4179
H: 2.6658 -2.3128 -3.8977
H: 3.8297 -2.4452 -2.5429
H: 4.5419 -2.0239 -5.5535
H: 5.7636 -2.1476 -4.2498
H: 5.8508 -0.8195 -5.4349
C: 0.9316 -1.1216 -7.6839
S: 1.8098 -2.4092 -6.7652
O: 2.3375 -3.3956 -7.7644
C: 0.3350 -3.1361 -6.0103
H: 1.6596 -0.5545 -8.2694
H: 0.2004 -1.5758 -8.3569
H: 0.4306 -0.4503 -6.9829
H: -0.3589 -3.4648 -6.7874
H: -0.1461 -2.3976 -5.3649
H: 0.6401 -3.9963 -5.4099
C: -4.1684 7.6014 2.0892
S: -3.2902 6.3138 3.0079
O: -2.7625 5.3274 2.0086
C: -4.7650 5.5870 3.7628
H: -3.4404 8.1686 1.5036
H: -4.8996 7.1473 1.4162
H: -4.6694 8.2727 2.7902
H: -5.4589 5.2583 2.9857
H: -5.2461 6.3255 4.4082
H: -4.4599 4.7268 4.3632
C: 8.3472 -2.7708 2.6686
S: 6.6720 -2.6162 2.0030
O: 5.7146 -2.9206 3.1168
C: 6.7579 -4.0809 0.9444
H: 8.5083 -1.9694 3.3940
H: 8.4643 -3.7372 3.1647
H: 9.0724 -2.6747 1.8575
H: 6.9738 -4.9656 1.5477
H: 7.5361 -3.9410 0.1907
H: 5.7930 -4.2078 0.4480
C: -6.1107 -4.1480 3.4386
S: -6.3788 -4.0500 1.6520
O: -5.7727 -2.7635 1.1752
C: -8.1689 -3.8054 1.7470
H: -5.0400 -4.2654 3.6235
H: -6.4632 -3.2326 3.9199
H: -6.6434 -5.0127 3.8407
H: -8.3931 -2.9114 2.3334
H: -8.6330 -4.6816 2.2054
H: -8.5566 -3.6800 0.7333

Properties
- orbital gap (eV) = 5.08
- charge = +1
- DFT total energy (eV) = -101776.6245
- LUMO (eV) = -4.991

Largest force on an atom
In order: 0.48, 0.73, 2.58, 1.43, 7.00, 9.08
Unit: eV Å⁻¹